68
Properties=species:S:1:pos:R:3 method="wB97M-V/def2-TZVPD" largest_force_ev_per_a=2.24 homo_ev="-15.8793 / -14.0785" total_energy_ev=-66294.288 total_charge=+3 homo_lumo_gap_ev="7.21 / 5.82" lumo_energy_ev="-8.67 / -8.26"
In 0.19 -0.88 -0.96
P -1.85 -1.89 0.22
P 1.35 -0.81 1.66
P 2.15 -2.37 -1.70
H -0.45 3.64 -2.67
C -1.48 3.31 -2.85
C -2.31 2.99 -1.71
H -2.93 3.82 -1.39
C -2.89 -0.60 0.97
C -1.64 -3.14 1.53
C -2.93 -2.67 -1.02
C 2.82 0.26 1.86
C 0.35 -0.22 3.07
C 1.98 -2.38 2.38
C 1.89 -2.61 -3.49
C 2.15 -4.05 -0.99
C 3.87 -1.78 -1.57
H -1.93 3.70 -3.78
H -2.95 2.10 -1.88
H -2.81 0.35 0.41
H -2.60 -0.41 2.01
H -3.94 -0.94 0.93
H -1.53 -2.67 2.52
H -0.76 -3.77 1.33
H -2.54 -3.77 1.53
H -3.21 -1.94 -1.79
H -3.84 -3.02 -0.50
H -2.42 -3.52 -1.49
H 3.28 0.04 2.84
H 2.52 1.32 1.82
H 3.55 0.06 1.06
H 1.02 -0.02 3.91
H -0.39 -0.98 3.37
H -0.17 0.71 2.81
H 2.66 -2.12 3.21
H 2.53 -2.96 1.63
H 1.15 -2.97 2.76
H 2.01 -3.68 -3.73
H 2.60 -2.00 -4.06
H 0.87 -2.31 -3.76
H 2.08 -4.77 -1.82
H 1.29 -4.19 -0.33
H 3.08 -4.23 -0.43
H 4.51 -2.40 -2.20
H 4.22 -1.83 -0.53
H 3.93 -0.73 -1.91
C -0.43 1.86 -1.05
C 0.92 2.21 -0.91
C 1.77 1.91 -1.98
C 1.30 1.19 -3.09
C 0.00 0.70 -3.16
C -0.85 0.86 -2.03
O -1.38 2.78 -0.58
H -1.83 3.24 1.08
H 1.22 2.85 -0.08
H 2.79 2.32 -1.96
H 1.96 1.04 -3.94
H -0.40 0.17 -4.03
H -1.92 0.67 -2.18
C -0.50 4.42 2.62
S -1.44 2.90 2.38
C -2.97 3.24 3.28
H 0.19 4.52 1.78
H 0.05 4.30 3.56
H -1.18 5.28 2.66
H -2.78 2.98 4.33
H -3.24 4.29 3.18
H -3.76 2.60 2.87

76
Properties=species:S:1:pos:R:3 method="wB97M-V/def2-TZVPD" largest_force_ev_per_a=6.33 homo_ev=-7.2644 total_energy_ev=-46105.714 total_charge=0 e_above_lowest_kcal_mol=73.67 homo_lumo_gap_ev=7.38 lumo_energy_ev=0.12
Li 0.61 1.27 -1.62
C -2.39 -0.29 4.19
C -1.60 0.52 3.09
N -2.42 1.68 2.50
C -3.54 0.97 1.68
C -2.97 2.63 3.56
C -1.98 3.17 4.61
C -1.38 2.30 1.50
C -1.80 3.73 0.90
O -1.82 4.62 2.05
C -2.72 5.65 1.74
H -2.67 0.34 5.04
H -1.83 -1.14 4.60
H -3.43 -0.43 3.89
H -1.40 -0.25 2.34
H -0.61 0.75 3.47
H -4.04 1.73 1.07
H -4.35 0.48 2.23
H -3.20 0.29 0.89
H -3.67 1.89 3.95
H -3.54 3.44 3.11
H -2.33 4.10 5.05
H -1.05 3.52 4.17
H -1.61 2.45 5.34
H -1.22 1.57 0.71
H -0.38 2.34 1.95
H -2.69 3.75 0.28
H -1.01 4.15 0.27
H -2.17 6.24 1.00
H -2.87 6.28 2.61
H -3.71 5.54 1.31
C 2.60 -4.65 -4.21
C 3.13 -3.58 -3.24
N 2.15 -3.25 -2.01
C 1.88 -4.54 -1.22
C 2.83 -2.30 -1.06
C 4.15 -2.78 -0.48
C 0.91 -2.66 -2.71
C -0.08 -1.93 -1.84
O -0.57 -2.63 -0.74
C -0.84 -1.85 0.41
H 3.38 -4.96 -4.90
H 1.79 -4.45 -4.92
H 2.30 -5.54 -3.66
H 3.35 -2.71 -3.85
H 4.12 -3.86 -2.87
H 1.24 -4.36 -0.36
H 2.82 -5.09 -1.12
H 1.15 -5.25 -1.61
H 2.03 -2.04 -0.37
H 2.96 -1.38 -1.63
H 5.04 -2.43 -1.00
H 4.35 -3.85 -0.43
H 4.04 -2.46 0.56
H 0.46 -3.48 -3.27
H 1.20 -1.89 -3.41
H -0.94 -1.56 -2.38
H 0.47 -1.03 -1.53
H -1.63 -1.18 0.05
H -0.01 -1.24 0.78
H -1.01 -2.48 1.27
O -2.69 3.15 -2.51
C -1.57 2.49 -2.19
O -0.42 2.94 -2.33
O -1.60 1.35 -1.78
H -3.29 2.42 -2.36
O 3.77 -0.22 -4.04
C 2.54 0.23 -4.22
O 1.97 0.07 -5.34
O 1.91 0.76 -3.24
H 4.08 -0.30 -4.94
O 3.36 1.38 1.33
C 2.08 0.94 1.21
O 1.53 0.58 2.21
O 1.43 1.07 0.20
H 3.44 1.28 2.28

70
Properties=species:S:1:pos:R:3 method="wB97M-V/def2-TZVPD" largest_force_ev_per_a=2.93 homo_ev="-13.6566 / -13.6386" total_energy_ev=-62154.739 spin_multiplicity=3 total_charge=+2 e_above_lowest_kcal_mol=8.59 homo_lumo_gap_ev="7.58 / 7.70" lumo_energy_ev="-6.07 / -5.94" s_squared=2.007
Pr 0.24 -0.24 0.58
P -0.08 -2.01 -1.77
P 0.07 2.77 0.38
N 1.43 0.64 -1.42
C 1.50 -1.67 -2.56
H 2.16 -2.52 -2.39
H 1.30 -1.68 -3.63
C 2.21 -0.36 -2.22
H 3.10 -0.66 -1.67
H 2.55 0.17 -3.10
C 1.86 2.08 -1.63
H 1.34 2.48 -2.52
H 2.91 2.13 -1.95
C 1.69 2.93 -0.35
H 1.89 3.99 -0.55
H 2.45 2.65 0.39
C 0.37 3.31 2.17
C 0.69 2.07 3.02
H 1.61 1.53 2.73
H -0.14 1.34 3.01
H 0.85 2.33 4.07
C -0.93 4.01 -0.50
C -2.42 3.75 -0.22
H -3.02 4.07 -1.07
H -2.73 4.35 0.64
H -2.63 2.69 0.00
C -1.38 -2.44 -3.00
C -2.65 -2.97 -2.30
H -3.44 -2.97 -3.07
H -2.96 -2.35 -1.43
H -2.48 -4.01 -2.00
C 0.23 -3.49 -0.64
C -0.88 -3.62 0.39
H -0.49 -4.07 1.30
H -1.70 -4.26 0.04
H -1.37 -2.68 0.70
C -2.15 -0.20 0.71
C -0.44 5.47 -0.28
H 0.39 5.57 0.44
H -0.11 5.91 -1.24
H -1.27 6.09 0.07
C -0.86 -3.34 -4.14
H -1.68 -4.00 -4.46
H -0.61 -2.73 -5.02
H 0.00 -4.00 -3.89
C 0.49 -4.79 -1.40
H 0.74 -5.60 -0.70
H -0.38 -5.12 -1.99
H 1.35 -4.71 -2.08
C -0.83 4.08 2.73
H -1.75 3.50 2.60
H -0.66 4.24 3.81
H -0.91 5.07 2.25
H 1.27 3.96 2.14
H 1.16 -3.24 -0.12
H -0.76 3.77 -1.57
H -1.64 -1.45 -3.43
O -3.30 -0.14 1.03
H 0.42 0.62 -1.72
H -1.66 0.30 -0.42
N 0.93 -1.67 4.77
C 0.65 -1.85 3.31
C 2.06 -1.57 2.73
O 2.99 -1.47 3.55
O 2.08 -1.34 1.45
H 2.01 -1.72 4.86
H 0.74 -0.71 5.07
H 0.36 -2.25 5.39
H 0.32 -2.89 3.09
H -0.12 -1.07 3.04

87
Properties=species:S:1:pos:R:3 method="wB97M-V/def2-TZVPD" largest_force_ev_per_a=1.69 homo_ev=-9.7150 total_energy_ev=-119809.291 total_charge=0 smiles="CCCCCCCCCCC[SiH2]P(=O)(O)O.O=S1(=O)OCCO1.O=S1(=O)OCCO1.O=S1(=O)OCCO1.O=S1(=O)OCCO1" homo_lumo_gap_ev=10.03 lumo_energy_ev=0.31
C 4.73 -1.78 2.01
C 5.55 -1.04 0.94
C 5.55 -1.73 -0.45
C 4.63 -1.04 -1.45
C 3.14 -1.19 -1.09
C 2.42 0.14 -0.88
C 0.97 -0.09 -0.47
C 0.12 1.21 -0.38
C -0.80 1.08 0.88
C -1.92 0.06 0.74
C -1.57 -1.39 1.08
Si -3.05 -2.55 0.89
P -2.76 -3.65 -1.05
O -3.91 -4.48 -1.46
O -2.32 -2.64 -2.23
O -1.43 -4.51 -0.77
H 5.02 -1.42 2.99
H 3.67 -1.59 1.92
H 4.94 -2.85 1.95
H 6.59 -1.01 1.28
H 5.18 -0.03 0.84
H 5.27 -2.78 -0.32
H 6.57 -1.71 -0.83
H 4.79 -1.49 -2.43
H 4.87 0.03 -1.48
H 2.59 -1.74 -1.85
H 3.02 -1.76 -0.17
H 2.92 0.67 -0.06
H 2.47 0.75 -1.78
H 0.50 -0.78 -1.18
H 0.98 -0.55 0.51
H 0.73 2.11 -0.35
H -0.54 1.25 -1.24
H -1.28 2.04 1.04
H -0.13 0.89 1.72
H -2.70 0.36 1.44
H -2.38 0.12 -0.25
H -0.78 -1.81 0.46
H -1.22 -1.47 2.11
H -3.04 -3.61 1.92
H -4.34 -1.84 0.88
H -1.48 -2.21 -2.03
H -1.10 -4.87 -1.62
C -4.34 5.60 -0.26
C -3.22 5.73 0.75
O -2.59 4.44 0.75
S -2.67 3.81 -0.72
O -1.44 4.06 -1.39
O -3.22 2.51 -0.62
O -3.77 4.80 -1.31
H -5.20 5.07 0.16
H -4.65 6.56 -0.66
H -3.58 5.95 1.76
H -2.49 6.48 0.45
C -6.36 1.02 2.75
C -6.83 1.55 4.09
O -5.62 1.96 4.74
S -4.58 2.51 3.66
O -4.67 3.93 3.60
O -3.34 1.84 3.85
O -5.31 1.92 2.37
H -5.95 0.01 2.83
H -7.14 1.03 1.99
H -7.33 0.79 4.69
H -7.48 2.42 3.97
C -1.74 -6.72 -5.60
C -2.19 -6.19 -4.25
O -0.96 -5.83 -3.60
S 0.10 -5.29 -4.69
O 0.06 -3.88 -4.72
O 1.31 -6.00 -4.50
O -0.66 -5.85 -5.98
H -1.36 -7.74 -5.53
H -2.52 -6.67 -6.35
H -2.71 -6.93 -3.65
H -2.81 -5.30 -4.34
C 6.28 4.83 1.51
C 5.17 4.19 0.69
O 5.50 2.80 0.69
S 6.19 2.40 2.08
O 5.21 1.86 2.95
O 7.40 1.72 1.81
O 6.51 3.90 2.57
H 7.20 4.94 0.93
H 5.99 5.79 1.93
H 5.15 4.55 -0.34
H 4.20 4.33 1.15